Formula: C2HNO
Source: OMol25
Level of theory: the ωB97M-V functional and the def2-TZVPD basis

**Charge**: 0
**E_tot**: -206.77009 a.u.
**ΔE to the lowest compared entry with this formula, charge and spin**: 1.8 kcal/mol
**HOMO-LUMO gap**: 13.69 eV

The geometry in XYZ format:
```
5
Properties=species:S:1:pos:R:3:forces:R:3
C 1.421078 -0.367596 0.254803 -1.57 -2.19 -2.16
C -2.277233 0.075310 -0.032823 -0.49 -1.23 0.63
N 0.881279 -1.184269 -0.375796 1.12 1.55 1.52
O -1.926380 1.015079 -0.516701 0.47 1.23 -0.64
H 1.901254 0.461477 0.670518 0.47 0.64 0.64
```
Positions in Å, forces in eV/Å.